Record 1
{"formula": "C9H14O", "method": "ωB97M-V with the def2-TZVPD basis set", "elements": ["C", "C", "C", "C", "C", "C", "C", "O", "H", "H", "H", "H", "H", "H", "H", "H", "C", "C", "H", "H", "H", "H", "H", "H"], "xyz": [[2.18435, 2.05104, 0.52965], [0.25398, -0.87125, -0.69058], [1.24348, -1.46982, -1.46301], [0.48495, 0.32405, -0.06404], [1.79202, 0.84432, -0.23102], [2.47128, -0.85277, -1.77384], [2.82921, 0.26957, -1.05770], [0.88520, -2.64851, -1.98671], [-0.75341, -1.24871, -0.75008], [-0.33795, 0.83509, 0.41185], [3.22659, -1.17799, -2.48037], [1.07309, -2.74417, -2.93371], [3.16549, 2.19845, 0.98769], [1.47952, 2.30829, 1.31824], [3.79710, 0.74018, -1.04748], [2.15423, 2.92960, -0.15145], [-3.15604, -0.54073, 0.75369], [-3.30837, 0.13983, 2.10293], [-2.28896, -1.19094, 0.68597], [-4.11231, -0.99597, 0.50548], [-2.99826, 0.13985, -0.10024], [-3.56079, -0.59246, 2.86987], [-4.11739, 0.86515, 2.16521], [-2.40703, 0.68792, 2.39967]], "multiplicity": 2, "total_energy_ha": -426.244034, "molar_mass_g_mol": 138.21, "e_above_lowest_ev": 0.876, "total_charge": 1, "homo_ev": [-14.195, -14.382]}


Record 2
{"formula": "C51H52CoN7O6", "method": "ωB97M-V with the def2-TZVPD basis set", "elements": ["Co", "C", "O", "C", "C", "C", "C", "C", "C", "N", "C", "N", "C", "C", "C", "C", "C", "C", "O", "C", "N", "C", "C", "C", "C", "C", "C", "O", "C", "H", "H", "H", "H", "H", "H", "H", "H", "H", "H", "H", "H", "H", "H", "H", "H", "H", "H", "H", "H", "H", "H", "C", "C", "N", "C", "C", "C", "C", "C", "C", "C", "C", "N", "C", "N", "H", "H", "H", "H", "H", "H", "H", "H", "H", "C", "O", "C", "C", "C", "C", "C", "C", "N", "C", "C", "C", "C", "C", "C", "C", "O", "H", "H", "H", "H", "H", "H", "H", "H", "H", "H", "H", "H", "H", "C", "C", "C", "O", "C", "H", "H", "H", "H", "H", "H", "H", "H"], "xyz": [[0.08978, -0.43931, -0.01090], [0.72889, -5.14199, 4.16015], [0.06926, -6.24355, 3.52569], [-1.22752, -6.07158, 3.14006], [-2.16334, -6.99082, 3.59502], [-3.49308, -6.88502, 3.22547], [-3.89660, -5.85951, 2.38045], [-2.96227, -4.96328, 1.88916], [-1.62350, -5.05949, 2.26314], [-0.62093, -4.22345, 1.71397], [-0.69096, -2.88418, 1.47105], [-1.69304, -2.22452, 2.07914], [-1.92642, -0.83711, 2.09006], [-1.22787, 0.06417, 1.29936], [-1.56602, 1.41433, 1.44544], [-2.54176, 1.84586, 2.32918], [-3.23176, 0.92246, 3.10738], [-2.92263, -0.41821, 2.98638], [-3.49580, -1.41248, 3.74242], [-4.88498, -1.30639, 4.03135], [0.21967, -2.27255, 0.76093], [1.28653, -3.07180, 0.25995], [1.16540, -3.69732, -0.98044], [2.18710, -4.47123, -1.49829], [3.36140, -4.61831, -0.76656], [3.49256, -4.00850, 0.46665], [2.45753, -3.24088, 0.99943], [2.67209, -2.76725, 2.25540], [2.02343, -1.60447, 2.77259], [1.40482, -5.57160, 4.89578], [0.00960, -4.49733, 4.66956], [1.31046, -4.55193, 3.45234], [-1.81827, -7.77810, 4.25350], [-4.21441, -7.59971, 3.59978], [-4.93278, -5.77310, 2.07951], [-3.26234, -4.20012, 1.18125], [0.19545, -4.69014, 1.34857], [-2.29408, -2.75332, 2.69304], [-1.01719, 2.16315, 0.87812], [-2.77131, 2.90147, 2.42692], [-3.98389, 1.25748, 3.80927], [-5.14630, -0.33753, 4.45418], [-5.10690, -2.07762, 4.76372], [-5.47649, -1.47882, 3.12865], [0.24093, -3.55015, -1.52846], [2.07086, -4.95752, -2.45831], [4.17654, -5.21483, -1.15519], [4.40547, -4.10114, 1.04128], [2.62157, -1.29722, 3.62690], [1.01154, -1.82397, 3.11734], [1.98362, -0.79011, 2.05198], [2.99630, -1.01008, -3.16918], [1.90771, -0.83663, -2.33684], [2.02133, -0.42168, -1.06754], [3.25235, -0.17588, -0.59682], [4.40045, -0.23641, -1.38248], [4.24760, -0.67823, -2.69617], [5.73446, 0.26940, -0.99464], [6.36268, 0.37848, 0.17151], [5.98960, -0.08518, 1.52631], [6.01669, 0.81292, 2.59186], [5.74744, 0.30543, 3.84731], [5.50536, -0.98864, 4.05235], [5.52042, -1.76182, 2.97180], [5.72579, -1.37673, 1.71444], [2.84925, -1.37397, -4.17668], [0.90561, -1.01584, -2.69593], [3.31613, 0.13934, 0.43737], [5.11643, -0.74070, -3.34132], [6.28246, 0.65718, -1.84851], [7.32770, 0.87794, 0.15043], [6.25032, 1.85777, 2.43628], [5.73553, 0.94323, 4.72512], [5.34319, -2.81779, 3.13293], [-5.80424, 0.48317, -0.08569], [-4.76255, 1.40449, -0.37923], [-5.05636, 2.70805, -0.52541], [-6.29658, 3.25512, -0.20408], [-6.51897, 4.62045, -0.27057], [-5.49797, 5.47101, -0.66465], [-4.26962, 4.93486, -0.99538], [-4.02870, 3.56443, -0.94876], [-2.69033, 3.16774, -1.24297], [-2.11676, 2.02112, -1.58764], [-2.66982, 0.98231, -2.32537], [-3.84305, 1.16016, -3.11372], [-4.31113, 0.16101, -3.90461], [-3.63595, -1.08578, -3.91435], [-2.51996, -1.30274, -3.15749], [-1.97928, -0.27556, -2.33376], [-0.92619, -0.49359, -1.65708], [-6.60070, 0.54115, -0.83075], [-6.21152, 0.65069, 0.91311], [-5.34394, -0.50055, -0.12442], [-7.09182, 2.60833, 0.13550], [-7.48615, 5.01609, 0.00988], [-5.65704, 6.53905, -0.71914], [-3.46942, 5.59267, -1.32080], [-2.03433, 3.91220, -1.05825], [-1.05990, 1.95995, -1.34298], [-4.33644, 2.12511, -3.10291], [-5.18530, 0.31139, -4.52305], [-4.00478, -1.88355, -4.54846], [-2.00948, -2.25690, -3.17215], [2.53890, 4.06760, 1.72001], [1.30346, 4.05138, 2.63423], [1.27785, 2.60614, 3.09813], [1.64502, 1.85961, 1.93872], [2.69773, 2.59123, 1.29982], [3.41859, 4.40002, 2.26942], [2.41420, 4.72319, 0.86012], [0.39486, 4.26984, 2.06768], [1.37923, 4.76079, 3.45683], [0.30481, 2.25153, 3.42786], [2.01274, 2.44665, 3.89827], [2.59898, 2.44540, 0.22494], [3.66980, 2.19996, 1.61855]], "multiplicity": 2, "total_energy_ha": -4191.858659, "molar_mass_g_mol": 917.95, "total_charge": 1, "homo_ev": [-10.010, -9.997]}


Record 3
{"formula": "C4H7ClN2", "method": "ωB97M-V with the def2-TZVPD basis set", "elements": ["C", "C", "C", "C", "N", "N", "Cl", "H", "H", "H", "H", "H", "H", "H"], "xyz": [[1.10856, -0.44191, -0.69806], [0.45829, -0.10582, 0.66175], [0.14071, 1.46471, -1.27941], [-0.66827, -1.22294, 0.95478], [0.89230, 0.34457, -1.61189], [-0.11601, 1.19310, 0.53955], [-1.49877, 1.32540, -2.05042], [1.81750, -1.39778, -0.83841], [1.12671, -0.18160, 1.61864], [0.49066, 2.49980, -1.25835], [-0.14577, -2.15924, 1.28555], [-1.34369, -1.49222, 0.21870], [-1.09919, -0.88343, 1.78927], [-1.16302, 1.05735, 0.66829]], "multiplicity": 1, "total_energy_ha": -726.228917, "molar_mass_g_mol": 118.57, "e_above_lowest_ev": 3.038, "homo_ev": -9.248}


Record 4
{"formula": "C8H14N", "method": "ωB97M-V with the def2-TZVPD basis set", "elements": ["C", "C", "C", "C", "C", "C", "C", "C", "N", "H", "H", "H", "H", "H", "H", "H", "H", "H", "H", "H", "H", "H", "H"], "xyz": [[2.19205, -1.40446, -0.64723], [0.82589, 1.96760, -0.07138], [0.26142, 1.07085, 0.89359], [1.96537, 0.95318, 0.01548], [0.11134, -0.22437, 0.15822], [-0.19780, -1.39464, 1.08062], [-2.15069, 0.53511, -0.38976], [-0.95051, -0.16422, -0.99302], [1.54865, -0.30950, -0.27454], [1.55605, -2.24047, -1.07967], [3.22733, -1.35130, -0.51230], [0.36352, 2.09003, -1.02386], [1.08693, 3.01762, 0.13060], [0.20861, 1.15935, 1.97881], [2.96729, 1.31154, 0.23481], [-1.23521, -1.28391, 1.40653], [0.59538, -1.29279, 1.74012], [0.01743, -2.20885, 0.47813], [-2.84348, -0.00756, 0.23763], [-2.86429, 0.86310, -1.11770], [-1.96479, 1.60277, 0.01725], [-0.44889, 0.17215, -1.88649], [-1.18382, -1.21639, -1.11215]], "multiplicity": 3, "total_energy_ha": -367.500870, "molar_mass_g_mol": 124.21, "e_above_lowest_ev": 1.049, "total_charge": 1, "homo_ev": [-10.967, -15.053]}


Record 5
{"formula": "C4H7NO2", "method": "ωB97M-V with the def2-TZVPD basis set", "elements": ["C", "O", "C", "C", "O", "C", "N", "H", "H", "H", "H", "H", "H", "H"], "xyz": [[1.67792, 1.06250, 0.15792], [0.38904, 0.99165, -0.41181], [-0.58791, -0.13033, 0.17769], [-0.73849, -1.28911, -0.78796], [-0.46576, -0.47122, 1.49412], [-1.56155, 0.92963, -0.01402], [-2.52843, 1.56369, 0.00407], [1.63988, 1.47356, 1.17233], [2.16029, 0.07656, 0.18441], [2.27038, 1.72474, -0.47192], [-0.73090, -0.92090, -1.81139], [-1.70560, -1.76193, -0.61670], [0.07811, -2.00005, -0.65774], [0.10302, -1.24879, 1.58100]], "multiplicity": 1, "total_energy_ha": -361.774427, "molar_mass_g_mol": 101.10, "smiles": "CO[C@@](C)(O)C#N", "e_above_lowest_ev": 2.896, "homo_ev": -10.125}


Record 6
{"formula": "C11H19N3P", "method": "ωB97M-V with the def2-TZVPD basis set", "elements": ["C", "C", "C", "C", "C", "C", "C", "C", "C", "C", "C", "N", "N", "N", "P", "H", "H", "H", "H", "H", "H", "H", "H", "H", "H", "H", "H", "H", "H", "H", "H", "H", "H", "H"], "xyz": [[3.73463, -1.21958, 0.16547], [3.61744, -0.11475, 0.95433], [3.16435, -1.18260, -1.12369], [2.77238, 0.93520, 0.58238], [2.38349, -0.15498, -1.54391], [2.11838, 0.83453, -0.58559], [-0.36577, -0.31701, 1.00903], [-1.58208, -1.28143, 1.02258], [-0.10095, 1.99237, 0.03012], [-2.94534, -2.20087, -0.76694], [-3.44969, 1.19668, 0.30370], [-0.76213, 0.72517, 0.05565], [-2.09831, -1.17999, -0.30815], [1.27328, 1.94851, -0.97270], [-2.20328, 0.37051, -0.85368], [4.44342, -2.02868, 0.15870], [3.96543, -0.24786, 1.98376], [3.36499, -2.07628, -1.74745], [2.52206, 1.75003, 1.29511], [1.67403, -0.05293, -2.37121], [-0.37338, 0.13500, 1.97904], [0.54211, -0.73289, 0.70263], [-1.31076, -2.21396, 1.28071], [-2.23503, -0.96129, 1.86749], [1.17827, 1.94560, -1.95877], [-0.65315, 2.82144, -0.33128], [0.42136, 2.17945, 1.05835], [-3.98907, -2.02050, -0.47014], [-2.80542, -2.34681, -1.88999], [-2.71142, -3.10467, -0.17914], [-3.51723, 0.51328, 1.14258], [-4.48516, 1.11388, -0.16743], [-3.37938, 2.19633, 0.61230], [1.79192, 2.77911, -0.93386]], "multiplicity": 3, "total_energy_ha": -935.662645, "molar_mass_g_mol": 224.27, "total_charge": 1, "homo_ev": [-6.779, -11.242]}


> Which value of multiplicity does entry 1 give?

2


> multiplicity of number 3 (C4H7ClN2)?

1


> multiplicity of number 5 (C4H7NO2)?

1